(1)
Computed, not measured: the molecule C5H9NO, with ωB97M-V with the def2-TZVPD basis set.

```
16
Properties=species:S:1:pos:R:3:nbo_charge:R:1
C -0.67443 0.16657 -1.42358 -0.62
C -0.15378 -0.22241 -0.03848 0.00
C -0.72310 -1.55280 0.42082 -0.61
N 1.32297 -0.06578 0.09477 -0.61
C 1.20179 1.27175 0.71172 -0.34
C -0.25741 0.91725 0.98619 0.61
O -1.09238 1.26740 1.77106 -0.51
H -1.76803 0.16542 -1.45238 0.22
H -0.31802 -0.56428 -2.16019 0.21
H -0.32655 1.15923 -1.73272 0.21
H -0.47259 -2.34785 -0.29033 0.21
H -1.81444 -1.47946 0.49067 0.22
H -0.32600 -1.82217 1.40281 0.22
H 1.82546 -0.07933 -0.78805 0.36
H 1.85199 1.46334 1.57075 0.22
H 1.26516 2.11640 0.00808 0.20
```

As for the relative energy (zero: lowest compared OMol25 entry of this formula, charge and spin): 151.3 kJ/mol. Its multiplicity is 1. The calculation puts the maximum force at 0.6 eV/A. For the HOMO energy, the calculation gives -0.348 Eh. For the orbital gap, the calculation gives 10.38 eV.

(2)
Computed, not measured: a cluster of 2 separate species, C2H3O3S in total at a distorted geometry, with ωB97M-V with the def2-TZVPD basis set.

```
9
Properties=species:S:1:pos:R:3:nbo_charge:R:1
C -0.69461 0.75308 -1.71639 0.77
C -0.62570 0.17799 -0.40477 -0.27
O -1.05058 0.78959 -2.87038 -0.60
O -0.04328 1.47104 -0.87050 -0.48
O 0.68964 -1.12504 2.15954 -0.92
S 1.61708 -1.57336 0.80466 -0.40
H -1.19361 0.41069 0.58138 0.20
H 0.21416 -0.52698 -0.25508 0.25
H 1.08690 -0.37701 2.57154 0.45
```

As for the relative energy (zero: lowest compared OMol25 entry of this formula, charge and spin): 345.3 kJ/mol. Its multiplicity is 1. The calculation puts the maximum force at 2.7 eV/A. For the HOMO energy, the calculation gives -0.090 Eh. For the orbital gap, the calculation gives 6.25 eV. The net charge is -1.

(3)
Computed, not measured: a structure of composition C29H45FP2V at a distorted geometry, with ωB97M-V with the def2-TZVPD basis set.

```
78
Properties=species:S:1:pos:R:3:mulliken_spin:R:1
V -0.07528 -0.56714 1.62306 2.04
C -1.82859 -0.86914 3.04989 0.10
C -1.45526 -1.99388 2.23711 -0.19
C 0.36709 -1.37344 3.54262 -0.03
C -0.72599 -0.51666 3.86320 -0.12
C -0.06617 -2.31646 2.52316 0.09
C -3.21651 -0.36989 3.27928 0.02
H -3.83690 -0.48035 2.38341 0.00
H -3.21753 0.69551 3.54795 0.00
H -3.71920 -0.91423 4.09808 0.00
C -0.76078 0.42923 5.01870 0.00
H -1.56470 1.16935 4.91102 0.00
H 0.17041 1.00320 5.09691 0.00
H -0.91232 -0.08560 5.98460 0.00
C 1.63095 -1.48524 4.32176 -0.01
H 1.46082 -2.09086 5.22708 0.00
H 2.02112 -0.51085 4.63992 0.00
H 2.40961 -1.97281 3.72645 0.00
C 0.76689 -3.37544 1.92744 0.01
H 0.73928 -4.26922 2.56141 0.00
H 1.81688 -3.05625 1.83215 -0.01
H 0.40089 -3.66240 0.93356 0.00
C -2.38392 -2.85962 1.47370 -0.01
H -2.58788 -3.78941 2.03806 0.00
H -1.95679 -3.14121 0.50043 0.00
H -3.35347 -2.36850 1.29683 0.00
C -1.12590 1.85948 0.34260 0.00
C -2.29804 1.17717 0.36758 0.03
C -2.68685 0.02387 -0.50333 0.02
C -1.62353 -0.71533 -1.37909 -0.02
C -0.35860 -1.32196 -0.89107 0.00
C 0.85574 -0.67897 -0.74486 0.09
C 1.08802 0.79161 -0.93792 -0.05
C -0.06539 1.85139 -0.73022 0.00
H -3.38052 0.45319 -1.24661 0.00
H -1.35223 0.01737 -2.17415 0.01
H -3.26662 -0.71215 0.08013 -0.02
H -0.61120 1.94932 -1.68478 -0.01
H -0.89667 2.49862 1.21303 0.00
H -2.91299 1.27751 1.27233 0.01
H 0.47140 2.80366 -0.60470 0.00
H 1.94732 1.10491 -0.31984 -0.01
H 1.73736 -1.26609 -0.42941 0.03
H 1.39579 0.95667 -1.98208 0.01
H -2.20383 -1.49899 -1.90060 0.00
H -0.37434 -2.40495 -0.73912 0.00
P -0.81906 1.27774 -3.64541 0.00
C -0.99109 3.04891 -4.03555 0.00
C -1.98915 0.56971 -4.84489 0.00
P 1.43535 -0.72527 -3.84544 0.00
C 0.79991 0.94641 -4.41871 0.00
C 0.77868 -1.65032 -5.31735 0.00
C 3.03061 -0.48118 -4.74091 0.00
H -0.15885 3.62026 -3.62469 0.00
H -1.91747 3.43328 -3.60839 0.00
H -1.02012 3.17407 -5.11996 0.00
H -1.88581 1.09167 -5.79506 0.00
H -3.00030 0.73481 -4.48347 0.00
H -1.86151 -0.49924 -4.98231 0.00
H 2.85733 -0.15912 -5.77593 0.00
H 3.59692 -1.41188 -4.76597 0.00
H 3.64489 0.28037 -4.25737 0.00
H 1.51379 1.72628 -4.11347 0.00
H 0.65134 0.93476 -5.50955 0.00
H 1.34928 -2.57177 -5.43029 0.00
H 0.91902 -1.07138 -6.23199 0.00
H -0.26792 -1.91627 -5.22174 0.00
F 4.47245 3.08950 3.93302 0.00
C 3.45559 2.41717 3.29948 0.01
C 3.77853 1.28479 2.55780 -0.02
C 2.71365 0.57310 1.95997 0.08
C 1.40837 0.99254 2.14906 -0.14
C 1.11639 2.13958 2.88156 0.10
C 2.15629 2.88435 3.46232 -0.01
H 4.80576 0.94535 2.46226 0.00
H 2.92774 -0.32294 1.37218 -0.01
H 0.08200 2.46851 3.01184 0.00
H 1.95579 3.78121 4.03330 0.00
```

As for the relative energy (zero: lowest compared OMol25 entry of this formula, charge and spin): 0.0 kJ/mol. Its multiplicity is 3. The calculation puts the maximum force at 6.4 eV/A. For the HOMO energy (spin up / spin down), the calculation gives -0.384 / -0.384 Eh. As for the expectation value of S²: 2.041. For the orbital gap (spin up / spin down), the calculation gives 6.70 / 7.03 eV. The net charge is +1.

(4)
Computed, not measured: a structure of composition C4H4O3 at a distorted geometry, with ωB97M-V with the def2-TZVPD basis set.

```
11
Properties=species:S:1:pos:R:3:nbo_charge:R:1
O 1.93700 0.14637 -1.11977 -0.49
C 1.39506 -0.26402 -0.09875 0.37
C -0.04821 -0.14819 0.03793 -0.05
C -0.65181 0.89453 -0.85969 -0.13
O -0.74410 -0.17216 -1.65094 -0.40
C -0.71179 -0.64004 1.27808 0.40
O -0.06936 -0.93327 2.27018 -0.49
H 1.94699 -0.66458 0.75981 0.18
H -1.72908 1.13269 -0.50507 0.21
H 0.48643 1.29250 -1.39938 0.28
H -1.81114 -0.64381 1.28760 0.14
```

As for the relative energy (zero: lowest compared OMol25 entry of this formula, charge and spin): 503.0 kJ/mol. Its multiplicity is 1. The calculation puts the maximum force at 4.1 eV/A. For the HOMO energy (spin up / spin down), the calculation gives -0.378 / -0.378 Eh. For the orbital gap (spin up / spin down), the calculation gives 8.84 / 8.84 eV.